{
  "formula": "C54H77F9N6O2S",
  "method": "ωB97M-V/def2-TZVPD",
  "e_lumo_ev": 0.073,
  "orbital_gap_ev": 8.01,
  "fmax_ev_per_a": 3.128,
  "smiles": "CCCCCCCCCCCCCCc1c(CCCC(=O)O)ccc2c1Sc1cccc(C(F)(F)C(F)(F)C(F)(F)C(F)(F)F)c1N2.CCCC#N.CCCC#N.CCCC#N.CCCC#N.CCCC#N",
  "e_tot_ev": -105571.4213,
  "elements": ["C", "C", "C", "C", "C", "C", "C", "C", "C", "C", "C", "C", "C", "C", "C", "C", "C", "C", "C", "C", "O", "O", "C", "C", "C", "C", "S", "C", "C", "C", "C", "C", "C", "F", "F", "C", "F", "F", "C", "F", "F", "C", "F", "F", "F", "C", "N", "H", "H", "H", "H", "H", "H", "H", "H", "H", "H", "H", "H", "H", "H", "H", "H", "H", "H", "H", "H", "H", "H", "H", "H", "H", "H", "H", "H", "H", "H", "H", "H", "H", "H", "H", "H", "H", "H", "H", "H", "H", "H", "C", "C", "C", "C", "N", "H", "H", "H", "H", "H", "H", "H", "C", "C", "C", "C", "N", "H", "H", "H", "H", "H", "H", "H", "C", "C", "C", "C", "N", "H", "H", "H", "H", "H", "H", "H", "C", "C", "C", "C", "N", "H", "H", "H", "H", "H", "H", "H", "C", "C", "C", "C", "N", "H", "H", "H", "H", "H", "H", "H"],
  "xyz": [[-3.35614, -6.56839, -2.09853], [-4.55114, -5.78062, -2.77957], [-4.08542, -4.50511, -3.60482], [-3.47107, -4.89514, -5.03258], [-2.09575, -4.11188, -5.36191], [-1.06578, -4.60952, -4.24622], [0.45648, -4.34204, -4.63001], [1.33417, -5.65096, -4.44983], [2.26786, -5.42759, -3.18089], [1.47029, -5.17782, -1.83973], [2.17121, -3.96480, -1.07681], [1.62028, -3.78639, 0.39853], [2.77656, -3.96028, 1.46982], [3.40790, -2.60278, 1.97429], [2.38493, -1.53951, 2.47106], [1.26736, -1.83004, 3.41352], [1.02436, -3.26181, 3.99216], [-0.20317, -3.38235, 4.96927], [-1.55916, -3.28898, 4.12781], [-2.65474, -2.47161, 4.90826], [-3.51038, -1.85018, 4.33023], [-2.67779, -2.42276, 6.32516], [0.37704, -0.72135, 3.80376], [0.56557, 0.66441, 3.33351], [1.67996, 0.95569, 2.43901], [2.55759, -0.15391, 2.00900], [3.88414, 0.34388, 0.84782], [3.00872, 1.58817, -0.17039], [3.23567, 1.72568, -1.61061], [2.46998, 2.77611, -2.29844], [1.54778, 3.66542, -1.58118], [1.35475, 3.53313, -0.12030], [0.39283, 4.54670, 0.54747], [0.31592, 5.64634, -0.31327], [0.94505, 5.06303, 1.72900], [-1.04032, 3.97523, 0.92290], [-1.07556, 3.79112, 2.30649], [-1.23123, 2.78123, 0.26943], [-2.22480, 4.99962, 0.63239], [-1.90879, 6.19641, 1.26196], [-2.43271, 5.20358, -0.70141], [-3.61833, 4.53529, 1.26308], [-3.95485, 5.25380, 2.37878], [-4.59518, 4.81914, 0.33294], [-3.69013, 3.20903, 1.53405], [2.08221, 2.46557, 0.58564], [1.87608, 2.32918, 2.00691], [-3.34259, -6.39337, -0.98339], [-3.40788, -7.67666, -2.30324], [-2.35756, -6.22432, -2.47279], [-5.24839, -5.45415, -1.96216], [-5.11831, -6.45400, -3.47749], [-4.98715, -3.83462, -3.70489], [-3.36924, -3.93748, -2.94793], [-4.24647, -4.65286, -5.81086], [-3.25574, -5.99959, -5.04543], [-1.68556, -4.46609, -6.34307], [-2.19560, -3.00192, -5.27719], [-1.22197, -5.72533, -4.18051], [-1.26394, -4.13723, -3.24659], [0.47623, -4.01957, -5.70584], [0.85040, -3.48083, -4.01996], [0.72476, -6.58416, -4.35511], [2.01424, -5.76268, -5.33780], [3.00098, -6.28541, -3.10808], [2.87976, -4.51135, -3.40767], [0.38474, -4.95432, -2.00089], [1.53172, -6.11851, -1.22156], [3.27197, -4.17637, -1.13099], [1.99995, -3.02669, -1.67721], [0.89601, -4.63512, 0.58783], [1.06971, -2.82292, 0.54570], [3.60996, -4.51567, 0.94119], [2.49109, -4.63606, 2.32483], [4.05139, -2.86509, 2.87008], [4.11204, -2.23947, 1.18671], [1.93500, -3.59027, 4.55492], [0.79313, -3.92938, 3.11226], [-0.19631, -4.38311, 5.47271], [-0.18095, -2.58592, 5.75892], [-1.95507, -4.31119, 3.86228], [-1.42187, -2.75016, 3.15586], [-2.44462, -1.50055, 6.53583], [-0.49229, -0.86627, 4.49302], [-0.10457, 1.50868, 3.62092], [3.95898, 1.07413, -2.15513], [2.61321, 2.91378, -3.39235], [1.03494, 4.43108, -2.20215], [1.05403, 2.83638, 2.33426], [9.55613, 0.90901, 0.68967], [8.36853, 1.86562, 0.69059], [7.52135, 1.76301, 1.96190], [6.96958, 0.39046, 2.09804], [6.55174, -0.68010, 2.20673], [9.23258, -0.13355, 0.72223], [10.14619, 1.03711, -0.21969], [10.20882, 1.09359, 1.54696], [7.74661, 1.66046, -0.18518], [8.73624, 2.88986, 0.59050], [6.69359, 2.47427, 1.92128], [8.12306, 1.99367, 2.84375], [-4.65462, 6.99773, -2.90218], [-5.82813, 7.91849, -3.22021], [-7.17885, 7.19839, -3.17743], [-7.20544, 6.10196, -4.18172], [-7.22346, 5.25403, -4.95742], [-4.56289, 6.19492, -3.63713], [-3.71784, 7.55808, -2.91548], [-4.76676, 6.54702, -1.91259], [-5.67578, 8.35958, -4.20898], [-5.84087, 8.74063, -2.50038], [-7.98627, 7.89921, -3.39742], [-7.35726, 6.77684, -2.18581], [5.03224, -5.04011, 6.32289], [5.32701, -6.36867, 5.63448], [4.70007, -6.46868, 4.24131], [3.22145, -6.34959, 4.33783], [2.07802, -6.25631, 4.41121], [3.96156, -4.90326, 6.49123], [5.52111, -5.00097, 7.29790], [5.39694, -4.19978, 5.72600], [4.96064, -7.18405, 6.26408], [6.40922, -6.49213, 5.54683], [4.94878, -7.42815, 3.78402], [5.07928, -5.67576, 3.59209], [0.60239, 8.72362, 2.62859], [-0.31538, 8.64743, 3.84366], [-1.14155, 9.92035, 4.04754], [-0.24161, 11.08551, 4.25852], [0.45383, 11.98595, 4.42127], [1.34336, 9.51918, 2.73285], [1.14804, 7.78618, 2.50642], [0.02912, 8.90481, 1.71537], [0.28934, 8.45301, 4.73361], [-0.99378, 7.79850, 3.72462], [-1.79050, 9.81220, 4.91862], [-1.77263, 10.11134, 3.17685], [-7.04773, 1.30481, -6.27118], [-6.10113, 1.75873, -5.16606], [-4.66809, 1.25802, -5.36604], [-4.64035, -0.22898, -5.37200], [-4.61941, -1.37836, -5.36868], [-7.13771, 0.21649, -6.30226], [-8.04768, 1.70828, -6.10299], [-6.70225, 1.64963, -7.24938], [-6.48465, 1.40765, -4.20397], [-6.09478, 2.85042, -5.13000], [-4.02791, 1.61967, -4.55902], [-4.26190, 1.62539, -6.31101]],
  "lowdin_charge": [-0.118, -0.257, -0.225, -0.195, -0.186, -0.234, -0.198, -0.199, -0.223, -0.199, -0.202, -0.179, -0.207, -0.166, -0.146, -0.118, -0.173, -0.184, -0.087, -0.463, 0.099, 0.031, -0.010, -0.001, -0.221, -0.331, 0.964, -0.395, -0.063, -0.070, -0.002, -0.041, -0.310, 0.072, 0.075, -0.265, 0.098, 0.138, -0.266, 0.114, 0.135, -0.432, 0.143, 0.119, 0.163, -0.154, 0.079, 0.071, 0.071, 0.038, 0.096, 0.099, 0.091, 0.097, 0.099, 0.102, 0.103, 0.094, 0.089, 0.093, 0.099, 0.105, 0.104, 0.100, 0.109, 0.101, 0.094, 0.114, 0.103, 0.109, 0.109, 0.110, 0.107, 0.061, 0.119, 0.071, 0.105, 0.101, 0.112, 0.104, 0.134, 0.120, 0.111, 0.092, 0.102, 0.107, 0.097, 0.112, 0.089, -0.113, -0.266, -0.179, -0.254, 0.143, 0.070, 0.072, 0.077, 0.110, 0.108, 0.114, 0.119, -0.111, -0.265, -0.180, -0.215, 0.152, 0.072, 0.075, 0.063, 0.112, 0.109, 0.115, 0.118, -0.109, -0.265, -0.174, -0.218, 0.171, 0.068, 0.073, 0.077, 0.112, 0.109, 0.117, 0.115, -0.108, -0.266, -0.185, -0.233, 0.139, 0.071, 0.062, 0.078, 0.113, 0.101, 0.114, 0.117, -0.111, -0.273, -0.181, -0.211, 0.165, 0.068, 0.072, 0.077, 0.113, 0.073, 0.112, 0.117]
}